C6H8ClN4OS | wB97M-V/def2-TZVPD

Atoms and positions in Å:
C  -0.7400  1.3496  0.8861
C  -0.4793  -0.5667  -1.6150
C  -1.7276  -0.2622  2.2508
C  0.3172  0.4871  0.3176
C  -0.3424  -1.4532  0.5928
C  2.2099  1.4295  -1.6439
N  -1.6041  0.9337  1.6811
N  -1.1735  -1.4440  1.6868
N  0.2217  0.4406  -1.0969
N  -0.9485  -1.4157  -0.6749
O  0.8131  1.3662  -1.9651
S  -2.4004  -0.2869  3.7558
Cl  1.0305  -2.6296  0.6819
H  -0.8219  2.3344  0.5773
H  -0.8177  -0.6292  -2.6228
H  1.3926  0.4790  0.6444
H  2.6203  2.0309  -2.4827
H  2.7437  0.5197  -1.8647
H  2.3549  1.6858  -0.5919
H  -1.0220  -2.1936  2.4857
H  -1.6265  -2.1753  -1.0025

Values from the calculation:
HOMO-LUMO gap = 7.566 eV
SMILES = CO[n+]1ccnc([S-])[nH]c(Cl)[nH+]c1
F_max = 3.94 eV Å⁻¹
relative energy (zero: lowest compared OMol25 entry of this formula, charge and spin) = 1.1144 eV
net charge = +1
energy = -37705.420 eV

Results of the natural (NBO) charge analysis, in e, for atoms 1 through 5:
1 C 0.13
2 C 0.39
3 C 0.18
4 C -0.16
5 C 0.38



C4H10O2 | wB97M-V/def2-TZVPD

Atoms and positions in Å:
C  -2.0698  0.8294  -0.1156
C  -0.7888  0.6689  -0.4792
C  0.2274  1.4583  0.1443
C  1.5736  1.6515  -0.0343
H  -2.3694  1.5157  0.6938
H  -2.9731  0.4751  -0.6207
H  -0.5518  -0.0520  -2.0605
H  -0.1143  1.9607  1.0653
H  2.2247  1.8974  0.7762
H  2.0620  1.1472  -0.9082
H  -0.5376  -3.1699  -0.9415
H  -0.5826  -1.7071  -0.7950
O  0.0135  -2.4052  -1.1468
H  1.5185  -1.6529  1.6984
H  1.1522  -0.4058  0.8690
O  0.7972  -1.0472  1.5193

Values from the calculation:
HOMO-LUMO gap = 9.304 eV
F_max = 4.63 eV Å⁻¹
relative energy (zero: lowest compared OMol25 entry of this formula, charge and spin) = 5.1549 eV
net charge = 0
energy = -8400.392 eV

Results of the natural (NBO) charge analysis, in e, for atoms 1 through 5:
1 C -0.39
2 C -0.14
3 C -0.28
4 C -0.40
5 H 0.20



C36H14BiBrF15GeN3S | wB97M-V/def2-TZVPD

Atoms and positions in Å:
Bi  -0.0469  1.0416  -1.6227
Br  7.3435  2.3073  0.0690
C  5.4584  2.3592  -0.1691
C  4.7736  1.1949  -0.4752
C  3.4108  1.2476  -0.6905
C  2.7022  2.4549  -0.6058
C  3.4197  3.6139  -0.2816
C  4.7869  3.5635  -0.0655
N  1.3469  2.4501  -0.8514
C  0.4545  3.5984  -0.7217
C  -2.0928  3.3567  -0.8949
C  -2.4763  4.6777  -0.6108
C  -3.8198  4.9497  -0.4552
C  -4.7550  3.9292  -0.5923
C  -4.2842  2.6740  -0.9306
N  -2.9960  2.3852  -1.0780
H  5.3048  0.2555  -0.5432
H  2.8658  0.3369  -0.9194
H  2.9067  4.5594  -0.1944
H  5.3354  4.4636  0.1759
H  0.6943  4.3639  -1.4786
H  -1.7397  5.4583  -0.5166
H  -4.1368  5.9642  -0.2493
H  -5.8107  4.1131  -0.4554
H  -4.9685  1.8496  -1.1003
N  -0.8073  2.9347  -1.0690
C  0.4348  4.2527  0.6464
C  0.1098  3.5056  1.7705
C  -0.0093  4.1245  3.0046
C  0.2046  5.4897  3.1274
C  0.5417  6.2391  2.0095
C  0.6549  5.6189  0.7753
H  -0.0608  2.4396  1.6684
H  -0.2857  3.5438  3.8755
H  0.1033  5.9705  4.0917
H  0.6901  7.3079  2.0965
H  0.9077  6.1998  -0.1065
F  -2.8974  -3.7187  1.2392
C  -1.8799  -3.7724  2.1078
C  -0.6432  -3.2506  1.7687
C  0.3313  -3.2420  2.7544
F  1.4917  -2.6262  2.4956
C  0.1436  -3.8427  3.9834
F  1.1128  -3.8658  4.8954
C  -1.0850  -4.4193  4.2661
F  -1.2834  -5.0151  5.4335
C  -2.1144  -4.3520  3.3425
F  -3.3162  -4.8364  3.6498
Ge  -0.1787  -2.4478  0.0166
S  0.0273  -0.3405  0.5568
C  -1.5895  -3.0799  -1.2533
C  -2.4757  -2.2446  -1.9039
F  -2.3092  -0.9128  -1.8145
C  -3.5319  -2.7256  -2.6573
F  -4.3749  -1.8916  -3.2617
C  -3.7068  -4.0940  -2.7776
F  -4.7122  -4.5750  -3.4944
C  -2.8308  -4.9626  -2.1456
F  -2.9981  -6.2769  -2.2579
C  -1.7974  -4.4429  -1.3897
F  -1.0018  -5.3042  -0.7387
C  1.3523  -3.4642  -0.7924
C  2.0098  -4.5766  -0.2928
F  1.8574  -4.9713  0.9701
C  2.8109  -5.3717  -1.0986
F  3.4076  -6.4475  -0.5952
C  2.9659  -5.0625  -2.4390
F  3.6960  -5.8435  -3.2213
C  2.3495  -3.9376  -2.9638
F  2.5067  -3.6236  -4.2472
C  1.5641  -3.1709  -2.1286
F  0.9391  -2.0860  -2.6391

Values from the calculation:
HOMO-LUMO gap = 7.148 eV
F_max = 0.94 eV Å⁻¹
relative energy (zero: lowest compared OMol25 entry of this formula, charge and spin) = 0.0000 eV
net charge = 0
energy = -226023.551 eV

Results of the Mulliken charge analysis, in e, for atoms 1 through 5:
1 Bi 0.66
2 Br -0.22
3 C 0.11
4 C -0.91
5 C -0.29



Repeat the first record exactly.
C6H8ClN4OS | wB97M-V/def2-TZVPD

Atoms and positions in Å:
C  -0.7400  1.3496  0.8861
C  -0.4793  -0.5667  -1.6150
C  -1.7276  -0.2622  2.2508
C  0.3172  0.4871  0.3176
C  -0.3424  -1.4532  0.5928
C  2.2099  1.4295  -1.6439
N  -1.6041  0.9337  1.6811
N  -1.1735  -1.4440  1.6868
N  0.2217  0.4406  -1.0969
N  -0.9485  -1.4157  -0.6749
O  0.8131  1.3662  -1.9651
S  -2.4004  -0.2869  3.7558
Cl  1.0305  -2.6296  0.6819
H  -0.8219  2.3344  0.5773
H  -0.8177  -0.6292  -2.6228
H  1.3926  0.4790  0.6444
H  2.6203  2.0309  -2.4827
H  2.7437  0.5197  -1.8647
H  2.3549  1.6858  -0.5919
H  -1.0220  -2.1936  2.4857
H  -1.6265  -2.1753  -1.0025

Values from the calculation:
HOMO-LUMO gap = 7.566 eV
SMILES = CO[n+]1ccnc([S-])[nH]c(Cl)[nH+]c1
F_max = 3.94 eV Å⁻¹
relative energy (zero: lowest compared OMol25 entry of this formula, charge and spin) = 1.1144 eV
net charge = +1
energy = -37705.420 eV

Results of the natural (NBO) charge analysis, in e, for atoms 1 through 5:
1 C 0.13
2 C 0.39
3 C 0.18
4 C -0.16
5 C 0.38



Which of these has the highest net charge? C6H8ClN4OS